(1)
{"formula": "C12H15BO2", "method": "ωB97M-V/def2-TZVPD", "lumo_energy_ev": [0.8, -1.2], "orbital_gap_ev": [7.09, 7.44], "spin_multiplicity": 3, "species": ["H", "H", "C", "C", "H", "C", "O", "H", "C", "C", "H", "H", "C", "C", "H", "H", "C", "H", "H", "H", "C", "O", "C", "B", "H", "C", "H", "H", "C", "H"], "positions_angstrom": [[2.263350, -3.622975, 1.134459], [2.603056, 4.001207, 0.296922], [1.803014, 0.762471, 0.560473], [0.826676, 0.657372, -0.349133], [-5.039742, 0.202886, -1.223600], [-4.169206, 1.662254, 0.278208], [-2.833479, 1.638609, 0.728822], [-0.225508, 1.794819, -1.919189], [0.539942, 1.795390, -1.156782], [1.698134, -2.287424, -0.595981], [-4.200605, 2.513075, -0.424886], [1.937619, 0.040078, 1.252456], [2.460993, -2.649616, 0.779815], [1.150260, 2.977759, -0.803671], [2.007053, -1.915272, 1.456982], [3.534427, -2.402103, 0.708932], [-4.516799, 0.231575, -0.294131], [0.921958, 3.755407, -1.438066], [-5.046919, -0.395923, 0.442042], [-4.856920, 1.836068, 1.036586], [0.332795, -1.872867, -0.268722], [-3.210762, -0.388087, -0.352398], [2.439908, 1.920257, 0.840026], [-2.356897, 0.440719, 0.312083], [-0.373381, -2.675010, -0.273643], [2.131692, 3.107008, 0.162295], [1.995529, -3.102484, -1.201656], [2.165321, -1.416521, -1.031806], [0.049965, -0.556874, -0.329625], [3.174094, 1.894502, 1.663833]], "forces_ev_per_angstrom": [[-0.11, -1.16, 0.24], [1.18, 2.19, 0.63], [0.55, 1.60, 0.89], [-2.81, -0.49, -2.38], [-0.07, 0.08, -0.77], [-0.74, 0.05, -2.25], [0.25, -0.70, 0.28], [0.03, -0.20, -0.06], [-0.13, -0.83, 1.37], [2.94, 0.21, 2.21], [-0.48, -0.62, -0.13], [0.55, -2.61, 1.70], [-0.47, 2.90, -1.15], [0.46, -0.95, -0.47], [0.44, -0.51, 0.44], [-0.39, -0.47, 0.00], [1.02, 0.37, 1.67], [-0.46, 2.10, -1.00], [-0.25, 0.59, -0.23], [-0.96, 0.69, 1.73], [-1.15, 1.69, -1.71], [0.42, 0.23, -0.43], [1.61, 2.17, 0.79], [-0.07, -0.23, 0.56], [-0.95, -0.08, 0.66], [-1.13, -3.36, -0.28], [-0.98, -1.02, -1.21], [0.60, 0.13, -0.02], [1.45, -2.01, -0.54], [-0.33, 0.24, -0.56]]}

(2)
{"formula": "C14H32N4O5P", "method": "ωB97M-V/def2-TZVPD", "lumo_energy_ev": 0.9, "charge": -1, "orbital_gap_ev": 1.45, "spin_multiplicity": 1, "species": ["H", "O", "H", "N", "H", "H", "H", "C", "H", "N", "C", "H", "H", "H", "C", "P", "C", "H", "H", "O", "H", "H", "H", "C", "C", "H", "H", "O", "H", "O", "O", "H", "H", "H", "H", "H", "C", "H", "N", "C", "H", "C", "C", "H", "H", "H", "C", "C", "H", "C", "C", "H", "H", "N", "H", "H"], "positions_angstrom": [[-5.405071, -2.950385, -0.338302], [-2.514398, 5.868830, -1.608575], [4.795100, -1.172187, 0.794472], [-5.556758, 0.026471, 0.096305], [2.121399, -1.349589, -2.150576], [-0.921221, 0.137984, 3.397325], [-0.402935, 0.182429, -1.486164], [-4.932199, -1.139324, 0.544692], [-0.820652, 4.889555, -2.525711], [-4.675245, -2.198597, -0.518683], [-3.312595, -2.838346, -0.382901], [-1.868655, -0.043232, -0.308301], [4.974838, -3.002535, -0.533603], [0.410640, -1.299266, 3.223682], [2.127388, -0.037110, 0.968940], [0.235062, 0.191510, 1.066743], [-0.743207, -1.982375, -0.754273], [0.141511, 4.735513, -0.144388], [-3.580733, -1.348046, 2.200609], [7.956081, 0.178789, 0.283173], [2.338183, -2.129103, -0.092386], [-0.752176, 2.246562, 2.172173], [-2.090345, -3.058323, -2.387560], [-2.205682, -2.310976, -1.491619], [-0.429336, -0.657058, 2.671219], [0.096863, -2.231501, -1.546285], [-2.255117, 3.754900, -2.060062], [7.960986, -1.327247, -1.064270], [-2.577810, -1.284228, -1.963955], [7.788911, -1.859042, 1.044795], [2.274898, -0.511681, -1.611264], [2.451581, -0.573105, 1.985126], [-4.915761, -0.428820, 2.573453], [4.769319, -0.010613, -0.720261], [-2.819421, -2.703494, 0.673249], [-3.242655, 5.768244, -2.298887], [2.655389, -0.997999, -0.248892], [0.945164, 2.701716, 1.420379], [4.851540, -2.164423, -1.158478], [-0.057770, 2.111350, 1.223189], [5.842079, -1.930627, -1.464016], [4.327755, -1.021625, -0.267583], [-0.734600, -0.365825, -0.480236], [-0.596481, -2.646867, 0.198293], [2.688227, 1.005472, 0.983029], [-1.253824, -1.423135, 2.327640], [-0.946105, 4.301913, -0.215896], [-1.630432, 4.693343, -1.690192], [-5.699490, 0.697632, 0.881537], [-0.813926, 2.652059, -0.155618], [7.896060, -1.047604, 0.138340], [-3.449977, -4.001910, -0.606621], [-1.646287, 4.637986, 0.661240], [-4.618363, -1.273547, 2.018151], [-0.263569, 2.333936, -1.142256], [-1.916180, 2.203551, -0.129941]], "forces_ev_per_angstrom": [[1.19, 1.30, -0.29], [-0.35, -1.42, -1.00], [-1.08, 0.57, -1.65], [2.40, -4.87, 1.78], [0.66, 1.68, 1.02], [1.03, -1.51, -1.48], [-0.36, -1.17, 2.47], [-2.17, 4.97, -0.84], [-1.34, -0.41, 1.86], [-0.07, 0.07, 3.12], [1.10, -1.26, -0.73], [2.38, -0.56, -0.01], [-0.01, 1.24, -0.82], [-1.63, 1.55, -1.25], [1.15, -0.75, 0.29], [0.61, 1.06, 0.10], [-0.39, -0.03, -1.38], [-2.27, -0.58, 0.03], [-1.47, -0.20, -0.41], [-0.08, 4.38, 2.21], [0.27, 2.39, -0.24], [1.33, -0.12, -2.05], [-0.18, 1.31, 1.91], [-0.01, 0.94, 0.18], [-0.44, -0.82, 0.21], [-1.58, 0.50, 1.91], [1.21, 1.83, 0.86], [-0.29, -2.84, -4.53], [0.63, -2.26, 0.99], [-0.57, -2.49, 2.73], [-0.84, -2.06, 1.27], [-0.75, 1.09, -2.20], [0.22, -1.08, -1.28], [-1.27, -2.11, 1.11], [-1.09, -0.37, -1.84], [1.62, 0.07, 1.39], [2.26, -0.51, -0.36], [-1.90, -1.47, -0.46], [-0.17, 0.48, 1.30], [-0.59, 0.48, -0.17], [-1.05, -0.05, 0.69], [1.00, 0.06, 0.07], [-1.16, -0.53, -0.84], [-0.24, 1.33, -1.74], [-1.34, -2.02, -0.32], [1.54, 1.53, 0.71], [-0.15, -0.79, -0.65], [0.07, -1.00, -0.31], [0.32, -0.85, -0.44], [-0.59, 0.65, 0.34], [0.20, 0.87, -0.50], [0.35, 2.52, 0.79], [1.46, -0.36, -1.77], [0.99, 0.28, -1.62], [-0.97, 0.37, 2.10], [2.38, 0.94, -0.28]]}

(3)
{"formula": "C17H36GeN4O4RhS2Si3", "method": "ωB97M-V/def2-TZVPD", "lumo_energy_ev": [-0.6, -0.3], "de_lowest_kj_mol": 233.4, "orbital_gap_ev": [5.99, 6.05], "spin_multiplicity": 2, "species": ["H", "H", "H", "S", "O", "H", "N", "C", "Rh", "H", "H", "H", "O", "C", "C", "H", "H", "C", "N", "H", "H", "H", "H", "S", "N", "C", "C", "H", "C", "H", "H", "H", "H", "C", "H", "H", "C", "H", "H", "N", "H", "H", "H", "H", "Si", "C", "C", "H", "H", "C", "C", "O", "H", "C", "Si", "C", "Ge", "H", "H", "C", "H", "C", "H", "H", "Si", "H", "H", "O"], "positions_angstrom": [[0.245214, -3.576468, 3.257835], [-1.865664, -1.176935, -3.719145], [5.096866, -1.128672, -1.501837], [-2.472056, 1.221283, -1.279284], [-3.555327, 0.898280, -2.178748], [-1.940950, -2.891811, 0.446865], [1.884977, 0.313825, 0.215308], [4.566673, -0.880275, -0.578229], [-0.659454, 2.288528, 0.526440], [2.068849, 3.817660, -3.348643], [1.270291, -1.310310, 5.188314], [3.830994, 1.377071, -1.265398], [-1.740230, -0.193214, -1.026720], [1.127638, 3.503929, -1.446940], [0.298068, -0.809323, 5.216004], [0.531126, 5.643378, -3.992770], [-1.484473, -3.608345, 2.911755], [2.057960, -0.692207, -2.594921], [1.353120, 1.517825, -0.233145], [-2.830712, 0.060786, 4.271885], [1.610099, -1.256455, 2.941349], [0.457255, 0.266114, 5.122462], [3.105989, 1.800156, -2.814059], [-0.678491, 1.985517, 2.823388], [0.205234, 3.928953, -0.575970], [-1.901438, -2.942560, -0.643853], [-0.590845, 4.947213, -0.901796], [-4.343228, -0.565170, 0.198701], [1.887790, 2.283963, -1.103796], [3.749425, 3.059111, -1.766778], [-1.304882, 5.249334, -0.147407], [-0.147122, -1.001779, 6.195168], [4.948556, 0.079112, -0.229976], [-2.731380, -1.695091, -3.302278], [1.216971, 0.007018, -2.598415], [-3.347024, -1.509220, 3.653022], [3.217360, 2.107178, -1.775729], [1.699313, -1.644153, -2.987137], [2.818420, -0.320971, -3.280605], [1.977673, -1.037962, 2.026083], [-5.199560, -0.959579, -1.271367], [2.988718, -1.028107, 1.952592], [2.332965, -3.341319, -1.204874], [-1.222381, 6.375621, -2.369182], [-2.781879, -1.482233, -1.443342], [-4.435159, -1.321881, -0.584277], [-0.525736, 5.586369, -2.126507], [-4.774159, -2.258735, -0.137862], [-2.364041, -3.881699, -0.959724], [-2.651531, -1.014455, 4.334344], [2.199024, -2.676133, -0.348706], [-2.911611, 1.664869, 0.052403], [-2.881883, -1.341222, 5.352093], [1.310912, 4.159690, -2.657334], [2.698143, -0.940003, -0.853467], [1.276727, -0.139727, 1.348876], [-0.813157, 0.014656, 1.716578], [-3.614596, -1.242697, -3.753704], [1.151565, -2.722034, -0.043983], [0.451412, 5.180883, -3.017998], [-0.849777, -2.977517, -0.941939], [-0.734766, -3.261511, 3.625205], [-2.689712, -2.746505, -3.596215], [-0.916410, -3.765389, 4.578520], [-0.874832, -1.395194, 3.858067], [4.850321, -1.631492, 0.162547], [2.797842, -3.067651, 0.472810], [-1.448996, 2.097664, -1.844575]], "forces_ev_per_angstrom": [[-0.01, -0.04, 0.02], [0.05, -0.03, 0.07], [0.00, -0.01, 0.02], [-0.55, 0.22, 0.30], [0.05, 0.06, -0.14], [-0.02, 0.03, -0.01], [0.61, -0.04, -0.11], [-0.08, 0.10, -0.16], [0.43, -0.78, -0.34], [-0.01, 0.03, 0.00], [0.01, 0.01, 0.06], [0.05, -0.03, 0.03], [-0.53, 0.21, -0.63], [-0.17, 0.46, -0.07], [0.11, 0.06, -0.28], [0.06, 0.02, 0.02], [0.01, 0.01, 0.00], [0.06, 0.30, 0.11], [-1.06, 0.09, 0.11], [0.00, -0.01, 0.02], [0.05, -0.24, -0.06], [0.00, -0.01, 0.01], [-0.02, 0.02, -0.04], [0.32, -0.23, 0.44], [-0.41, 0.05, 0.37], [0.12, 0.11, -0.15], [0.13, 0.18, 0.05], [0.01, -0.05, 0.05], [0.63, -0.36, 0.07], [0.01, -0.02, 0.00], [-0.03, -0.07, -0.01], [-0.01, -0.10, -0.03], [0.00, 0.00, 0.00], [-0.32, -0.04, 0.05], [-0.02, -0.04, -0.05], [0.02, 0.00, -0.02], [0.00, 0.12, 0.04], [-0.02, -0.02, 0.09], [0.01, 0.01, -0.01], [0.30, 0.68, 0.40], [-0.01, -0.02, 0.01], [0.00, -0.23, -0.01], [0.01, 0.08, -0.06], [0.00, 0.00, 0.02], [0.17, -0.62, 0.17], [-0.06, 0.05, -0.27], [0.12, -0.03, 0.01], [0.09, -0.02, 0.00], [-0.01, 0.01, 0.03], [0.08, 0.05, 0.08], [-0.20, 0.19, 0.21], [-0.27, -0.06, -0.74], [0.02, -0.04, -0.01], [0.11, -0.32, -0.15], [0.30, -0.46, -0.15], [-0.44, -0.25, -0.41], [0.86, 0.60, 1.41], [0.01, -0.01, -0.02], [0.00, -0.08, -0.07], [-0.06, 0.11, -0.03], [-0.02, -0.04, -0.02], [0.19, 0.16, -0.16], [0.03, 0.01, 0.03], [0.01, 0.03, 0.01], [-0.90, 0.48, -0.41], [-0.04, -0.01, -0.01], [-0.02, -0.01, -0.01], [0.26, -0.22, 0.32]]}

(4)
{"formula": "C20H50F3N4O6Sr", "method": "ωB97M-V/def2-TZVPD", "lumo_energy_ev": -2.5, "charge": 1, "de_lowest_kj_mol": 0.0, "orbital_gap_ev": 8.27, "spin_multiplicity": 1, "species": ["O", "H", "C", "C", "H", "H", "H", "H", "H", "C", "C", "H", "O", "F", "H", "H", "H", "C", "N", "O", "H", "H", "H", "H", "H", "H", "H", "H", "H", "H", "C", "C", "C", "H", "C", "F", "H", "O", "C", "H", "H", "H", "H", "H", "C", "H", "O", "H", "H", "H", "H", "H", "C", "H", "O", "H", "H", "H", "C", "H", "H", "C", "H", "N", "H", "H", "F", "H", "N", "C", "N", "Sr", "C", "C", "H", "C", "C", "H", "H", "H", "H", "C", "H", "H"], "positions_angstrom": [[0.763676, 0.518047, 4.245603], [1.535532, -3.477578, 2.553735], [2.424110, -3.217037, 1.963238], [-5.109595, -1.005273, -0.713660], [2.549110, -0.966101, -1.844594], [-2.222276, -2.085229, 3.846231], [-3.754366, -0.498186, -3.090075], [3.806089, -2.968622, 3.566572], [0.349985, -3.690184, 0.702117], [-3.266667, -1.198757, -2.396714], [0.578755, 4.710386, 1.437522], [-2.882032, -1.409245, 2.363364], [-1.862884, -1.104912, -2.563887], [0.515790, -4.476547, -1.775745], [-0.802821, 3.237592, -2.610964], [2.776651, 3.064873, 1.059101], [-0.337680, 1.981173, -6.027135], [1.805828, 2.565440, 1.179931], [-0.530171, 2.660464, 0.569777], [0.203600, -2.034677, -0.441721], [-5.482300, -2.011204, -0.888419], [-1.962783, 2.196685, -2.803272], [0.470896, -1.553835, 4.126801], [1.245629, 0.288327, 6.247253], [1.516549, 5.267020, 1.471620], [0.016590, 3.447165, -5.020758], [3.915169, 1.114579, 0.268261], [-3.514194, 1.121045, -1.306541], [0.984450, 3.644463, -0.437894], [-1.951345, -1.928864, -4.492880], [-1.358369, -1.976160, -3.575348], [0.721422, 3.455710, 0.607763], [3.403032, -2.372882, 2.746254], [1.437519, 0.936898, -4.656386], [-1.057722, -0.461238, 3.042580], [2.344312, -4.823399, -0.665167], [1.636159, 2.247807, -3.525323], [2.032432, -2.479932, 0.815846], [-0.381839, 1.644422, -3.888094], [2.925988, -4.148363, 1.687795], [-3.501522, 0.749310, 0.266656], [-1.617524, 2.819031, -5.220247], [-1.677409, 0.416969, 3.269935], [-3.060892, -1.604770, -0.343599], [0.927263, -3.009143, 0.035290], [0.271329, 4.456003, 2.451468], [1.219759, 0.372717, -2.633947], [3.233236, 0.638343, -2.161092], [3.231182, 0.490575, 1.791303], [2.914864, -1.501630, 3.186682], [-3.595064, -2.218209, -2.613857], [-0.348224, -1.650463, -3.834854], [1.505485, -3.859047, -1.096354], [2.948759, -0.383204, 0.294626], [1.840249, 1.320721, 0.493346], [-0.191137, 5.349556, 1.002493], [-0.686236, -0.712614, 5.114107], [-0.048395, -1.009373, 1.332126], [-3.613017, -0.884186, -0.953390], [1.653916, 1.868121, 5.456562], [-5.662072, -0.315384, -1.357668], [3.048312, 0.614072, 0.715520], [-1.266053, -2.993277, -3.192427], [-0.953530, 2.229425, -2.643287], [-0.880032, 0.683268, -4.044265], [-0.650969, 2.171425, 1.454549], [2.184825, -3.114074, -1.991741], [-1.456221, -2.485993, 2.353780], [-0.345158, -0.118143, 1.767559], [0.933608, 1.061539, 5.540913], [-3.099819, 0.481679, -0.629199], [-0.465202, 0.370416, -0.922179], [-0.568026, 2.531305, -5.114950], [2.550682, -0.131115, -2.536461], [-5.309131, -0.690617, 0.313328], [1.087912, 1.303040, -3.681959], [-0.084840, -0.604247, 4.197932], [-1.336393, 3.267051, 0.456116], [4.206640, -2.084789, 2.072377], [1.658826, 2.419735, 2.261902], [2.903006, -0.468642, -3.513438], [-1.952415, -1.660129, 2.871832], [0.576975, 0.188928, 2.089880], [-0.009759, 1.481967, 5.917844]], "forces_ev_per_angstrom": [[0.09, -0.01, -0.16], [0.03, 0.01, 0.05], [0.06, -0.11, -0.11], [0.13, 0.43, 0.14], [-0.15, 0.00, -0.03], [-0.12, 0.23, -0.05], [-0.16, -0.10, 0.03], [0.13, 0.05, -0.04], [0.26, -0.20, -0.06], [0.11, -0.12, 0.21], [0.05, 0.24, -0.29], [0.04, -0.05, -0.16], [0.05, 0.15, -0.33], [0.06, 0.04, 0.04], [0.49, -0.13, 0.01], [-0.07, 0.01, 0.02], [0.33, 0.18, -0.01], [0.48, 0.09, -0.09], [-0.04, 0.14, 0.01], [-0.73, 1.44, -0.57], [0.00, -0.07, 0.12], [0.04, -0.08, 0.26], [0.25, 0.25, -0.19], [0.29, 0.13, 0.01], [-0.06, 0.07, 0.06], [0.13, -0.05, -0.20], [-0.15, 0.16, 0.01], [-0.07, 0.02, 0.11], [0.04, 0.36, 0.06], [-0.20, -0.06, 0.16], [0.61, 0.02, -0.07], [-0.41, -0.94, 0.04], [-0.32, -0.26, 0.21], [0.23, -0.44, 0.31], [0.12, 0.85, -0.75], [-0.10, 0.13, -0.04], [0.15, -0.27, 0.44], [-0.06, -0.13, -0.16], [0.29, 0.05, 0.04], [-0.14, -0.08, -0.12], [0.19, 0.07, 0.02], [0.03, 0.03, 0.14], [-0.01, -0.09, 0.14], [-0.01, 0.09, 0.13], [0.09, -0.09, 0.78], [0.05, -0.01, 0.07], [0.70, 0.20, -0.89], [-0.13, 0.08, -0.10], [-0.03, 0.09, -0.10], [0.09, 0.13, -0.15], [-0.08, 0.05, -0.10], [-0.06, 0.07, 0.20], [0.16, -0.36, -0.13], [-0.12, 0.04, 0.01], [-0.15, 0.31, -0.30], [0.06, 0.11, 0.06], [0.14, 0.27, -0.03], [-0.40, 0.04, -0.06], [0.04, 0.21, -0.35], [0.20, -0.08, 0.12], [0.04, -0.05, -0.08], [0.34, -0.36, 0.37], [-0.23, -0.02, -0.03], [-0.80, 0.25, -0.95], [-0.20, 0.13, 0.04], [-0.02, 0.02, -0.02], [0.01, -0.13, 0.03], [0.05, 0.20, -0.22], [0.63, -1.16, 0.96], [-0.47, -0.06, 0.10], [-0.52, -0.39, -0.12], [0.36, -1.16, 1.62], [-0.45, -0.25, 0.16], [0.47, -0.06, 0.17], [-0.20, -0.28, 0.01], [-0.54, 1.00, -0.86], [-0.61, -0.69, 0.35], [0.09, 0.09, 0.01], [0.14, 0.18, 0.15], [-0.11, -0.19, -0.10], [-0.09, -0.04, 0.01], [-0.12, -0.68, 0.47], [-0.24, 0.58, -0.29], [0.06, -0.04, -0.10]]}